Record 1
Formula: C5H7P
Source: OMol25
Level of theory: ωB97M-V/def2-TZVPD

Computed properties:
**Electronic energy**: -535.93204 Ha
**Energy above the lowest of the compared OMol25 structures with the same formula, charge and spin**: 51.8 kcal per mole
**Multiplicity**: 1
**Orbital gap (spin up / spin down)**: 7.62 / 7.58 eV

Last column: Löwdin charge in e.
Atoms and positions in Å:
C: 1.072169 -0.727722 -1.115071  -0.037
C: -0.218889 -0.319072 -0.263250  -0.541
C: -0.375938 1.132340 -0.035560  -0.202
C: -0.656232 1.570005 1.219391  -0.442
P: -0.964654 0.297080 2.422767  0.876
C: -0.473603 -1.064395 0.958421  -0.207
H: 1.161404 0.103614 -2.032546  0.137
H: 1.067813 -1.732853 -1.518687  0.063
H: 1.844793 -0.662398 -0.466196  0.021
H: -1.074055 -0.500851 -0.942911  0.157
H: -0.112967 1.518320 -1.018769  0.097
H: -0.778926 2.565274 1.598312  0.026
H: -0.490915 -2.179341 1.194099  0.052

Atoms 1-6, force components in eV/Å:
C -3.07 2.67 -2.90
C 0.05 -1.36 -0.62
C 1.11 -0.17 -0.26
C -0.14 -0.77 -0.74
P 1.42 -3.74 -3.65
C -1.43 1.54 4.80



Record 2
Formula: C4H7NO2
Source: OMol25
Level of theory: ωB97M-V/def2-TZVPD

Computed properties:
**Electronic energy**: -361.82343 Ha
**Energy above the lowest of the compared OMol25 structures with the same formula, charge and spin**: 36.0 kcal per mole
**Multiplicity**: 1
**Orbital gap**: 10.59 eV

Last column: Löwdin charge in e.
Atoms and positions in Å:
O: 1.740152 -0.219348 -0.854176  -0.015
C: 0.452243 -0.725908 -0.580091  -0.356
C: -0.678857 0.159046 -1.127412  -0.161
N: -1.139800 1.211328 -0.220024  0.073
C: -0.586383 1.335836 0.906592  -0.230
O: 0.402204 0.541272 1.424637  -0.071
C: 0.220733 -0.788027 0.921154  -0.129
H: 1.881783 0.513130 -0.236968  0.094
H: 0.415506 -1.722629 -1.030444  0.150
H: -1.557222 -0.459958 -1.351130  0.120
H: -0.355065 0.627957 -2.063068  0.124
H: -0.919016 2.065680 1.641660  0.131
H: -0.821075 -1.048492 1.137367  0.136
H: 0.897830 -1.444146 1.468168  0.136

Atoms 1-6, force components in eV/Å:
O 0.09 0.21 0.13
C -0.32 -0.15 0.08
C 0.02 -0.08 -0.07
N 0.26 0.08 0.38
C -0.24 0.05 -0.13
O -0.22 0.02 0.10